Entry 1:
Density functional theory data (ωB97M-V/def2-TZVPD) for a single C3H5FN2 molecule in a non-equilibrium geometry.

```
! RIJCOSX wB97M-V def2-TZVPD def2/J DEFGRID3
* xyz 0 1
F 0.698 1.605 -1.037
N 0.534 -1.720 2.025
N -0.138 -1.256 0.850
C 0.328 -0.132 0.280
C -0.289 0.731 -0.824
C -1.374 0.748 -1.615
H -2.224 0.145 -0.994
H -0.123 -2.105 2.655
H 1.409 -1.295 2.527
H -1.509 1.520 -2.558
H 1.402 0.039 0.531
*
```

For the gap between HOMO and LUMO, the calculation gives 8.96 eV. As for the energy relative to the best compared isomer or geometry (same formula, charge and spin): 75.62 kcal/mol. Its SMILES is C=C(F)/C=N/N.

---

Entry 2:
Density functional theory data (ωB97M-V/def2-TZVPD) for a molecular structure, C4H4AuCl2InN2O4 in a non-equilibrium geometry.

```
! RIJCOSX wB97M-V def2-TZVPD def2/J DEFGRID3
* xyz 4 3
Au 0.864 -0.296 -0.462
In 0.325 -0.638 -3.099
Cl 2.405 0.353 -2.134
Cl -1.400 1.006 -2.788
O 0.506 -1.589 -6.398
O -1.423 -1.240 1.269
O -0.045 0.563 2.425
O -0.302 1.721 -7.895
N 0.605 -0.859 4.097
N -0.833 0.897 4.544
C -0.096 0.205 3.638
C -0.159 1.416 -6.800
C -0.453 -0.705 0.948
C 0.367 -0.755 -5.616
H -1.430 1.637 4.189
H 1.149 -1.412 3.451
H 0.659 -1.051 5.089
H -0.740 0.748 5.541
*
```

For the gap between HOMO and LUMO (spin up / spin down), the calculation gives 6.13 / 4.36 eV. As for the energy relative to the best compared isomer or geometry (same formula, charge and spin): 17.08 kcal/mol. The expectation value of S² is 2.042.

---

Entry 3:
Density functional theory data (ωB97M-V/def2-TZVPD) for a molecular structure, C4H8Si in a non-equilibrium geometry.

```
! RIJCOSX wB97M-V def2-TZVPD def2/J DEFGRID3
* xyz 0 1
Si 2.319 -0.016 0.076
C -0.925 -0.813 0.299
C -0.048 0.035 -0.554
C -2.204 -0.103 -0.015
C -0.991 0.672 0.403
H 2.397 0.579 1.403
H 2.732 -1.414 0.057
H -2.527 -0.053 -1.049
H -0.849 1.360 1.208
H 2.963 0.793 -0.954
H -0.705 -1.585 1.004
H -0.207 0.104 -1.621
H -3.025 -0.187 0.689
*
```

For the gap between HOMO and LUMO, the calculation gives 9.69 eV. As for the energy relative to the best compared isomer or geometry (same formula, charge and spin): 71.23 kcal/mol.

---

Entry 4:
Density functional theory data (ωB97M-V/def2-TZVPD) for a molecular structure, C36H36N8O2SY.

```
! RIJCOSX wB97M-V def2-TZVPD def2/J DEFGRID3
* xyz -1 1
Y -0.037 0.055 -0.193
S -2.493 1.893 3.825
O -1.842 0.492 -1.706
O 1.052 -1.744 -1.437
N -1.514 0.401 1.961
N 2.783 0.825 -3.978
N -2.899 -1.154 -0.486
N 2.318 1.468 0.783
N -1.615 -1.729 -0.546
N 1.280 1.083 -2.032
N 3.201 -1.356 -3.178
N 4.275 -0.529 -5.055
C -2.350 0.194 4.148
C -6.370 2.446 -0.849
C 2.214 -0.399 2.374
C -1.570 -2.997 -0.762
C 2.063 -3.889 -1.638
C 3.083 -2.412 3.373
C -1.698 -1.829 3.000
C -0.312 -3.654 -1.007
C 1.982 0.962 -2.940
C 0.857 -3.019 -1.338
C -2.711 -0.525 5.284
C 1.222 -2.469 1.853
C -2.551 -1.896 5.263
C 3.388 -0.349 -4.030
C -4.112 0.824 -1.044
C -2.205 4.898 0.424
C -5.191 2.952 -1.377
C -2.861 -0.004 -1.111
C -1.654 2.720 1.259
C -0.726 3.422 -0.786
C 3.538 0.950 0.171
C 3.115 -1.032 3.224
C 2.276 1.096 2.203
C -1.821 -0.440 3.020
C -4.068 2.143 -1.478
C 1.239 -1.084 1.628
C -1.839 1.631 2.231
C 2.127 -3.136 2.676
C -2.340 3.932 1.402
C -1.396 4.632 -0.682
C -0.819 2.405 0.181
C -2.058 -2.543 4.124
C -2.830 -3.816 -0.847
C -5.296 0.319 -0.510
C -6.420 1.125 -0.417
C 2.301 2.919 0.664
H 4.433 1.305 0.710
H 1.412 3.322 1.146
H 2.075 -4.216 2.782
H 1.380 1.564 2.626
H 4.989 -1.228 -4.950
H 2.397 -1.399 -2.497
H 3.643 -2.239 -3.365
H 2.284 -3.869 -2.710
H -0.307 -4.736 -0.998
H 0.489 -3.081 1.337
H -2.740 5.837 0.503
H 4.549 0.320 -5.520
H -3.116 -0.028 6.156
H -1.957 -3.621 4.122
H 3.535 -0.140 0.193
H 3.602 1.287 -0.862
H 1.902 -4.927 -1.352
H 3.147 1.523 2.731
H 3.199 3.363 1.126
H -2.822 -2.479 6.135
H -5.139 3.985 -1.701
H -3.505 -3.569 -0.028
H -1.331 -2.314 2.106
H -1.301 5.376 -1.467
H 2.927 -3.503 -1.090
H -7.337 0.725 0.001
H 2.269 3.202 -0.389
H 3.794 -2.911 4.023
H -0.127 3.248 -1.675
H -2.594 -4.880 -0.840
H -5.310 -0.706 -0.163
H -7.246 3.078 -0.766
H 3.855 -0.446 3.763
H -3.364 -3.580 -1.770
H -3.001 4.108 2.246
H -3.133 2.520 -1.869
*
```

For the gap between HOMO and LUMO, the calculation gives 6.40 eV. As for the energy relative to the best compared isomer or geometry (same formula, charge and spin): 7.79 kcal/mol.

---

Entry 5:
Density functional theory data (ωB97M-V/def2-TZVPD) for 5 unconnected molecules or ions with the total composition C11H23Cl6N3O3 in a non-equilibrium geometry.

```
! RIJCOSX wB97M-V def2-TZVPD def2/J DEFGRID3
* xyz 0 1
Cl -15.641 19.955 14.088
Cl -16.415 17.369 15.023
Cl -17.244 20.059 10.469
Cl -14.784 19.055 16.682
Cl -15.950 17.564 11.427
Cl -18.798 17.686 10.902
O -18.976 19.572 14.514
O -11.361 14.742 13.377
O -13.717 20.186 10.982
N -20.519 21.270 14.675
N -13.213 20.212 8.748
N -12.065 16.899 13.690
C -11.944 15.735 13.003
C -19.711 22.316 15.258
C -20.098 20.027 14.383
C -13.700 19.668 9.886
C -21.933 21.593 14.565
C -11.706 16.984 15.095
C -16.121 19.044 15.505
C -12.562 21.501 8.721
C -12.763 18.038 13.121
C -13.264 19.467 7.494
C -17.402 18.593 11.452
H -17.002 19.474 15.963
H -20.915 19.374 14.037
H -12.574 17.114 15.734
H -13.557 20.165 6.707
H -12.251 19.127 7.274
H -12.593 22.077 9.641
H -22.561 20.813 14.140
H -17.542 18.933 12.472
H -22.323 21.735 15.579
H -19.816 23.208 14.635
H -11.491 21.368 8.530
H -12.409 18.931 13.635
H -22.081 22.507 13.991
H -11.089 16.141 15.400
H -18.654 22.063 15.260
H -11.000 17.817 15.184
H -12.510 18.238 12.082
H -12.964 22.108 7.909
H -13.830 17.847 13.242
H -14.177 18.697 9.674
H -12.522 15.768 12.060
H -20.014 22.612 16.263
H -13.993 18.665 7.457
*
```

For the gap between HOMO and LUMO, the calculation gives 9.10 eV. Its SMILES is ClC(Cl)Cl.ClC(Cl)Cl.CN(C)C=O.CN(C)C=O.CN(C)C=O.

---

Entry 6:
Density functional theory data (ωB97M-V/def2-TZVPD) for 10 unconnected molecules or ions with the total composition C27H55Cl18NO2PS in a non-equilibrium geometry.

```
! RIJCOSX wB97M-V def2-TZVPD def2/J DEFGRID3
* xyz 0 2
Cl -8.194 -1.659 5.093
Cl 5.778 -4.621 -1.183
Cl -1.990 4.246 -5.789
Cl -1.463 -6.413 -0.872
Cl 1.882 2.491 4.071
Cl 4.756 0.431 -4.371
Cl -2.972 -2.759 -3.765
Cl 0.537 1.967 -5.819
Cl 5.380 2.368 -0.432
Cl -1.384 -4.598 2.024
Cl -5.586 0.475 1.898
Cl -0.162 -0.228 3.479
Cl 6.003 -1.331 -0.313
Cl -4.505 -2.387 -0.690
Cl 7.625 1.046 -2.713
Cl 6.291 2.165 2.828
Cl -3.931 -2.407 2.697
Cl -9.839 1.200 4.285
S -1.677 3.236 1.031
P -0.263 4.254 -1.315
O 0.970 -1.218 -0.832
O 0.966 4.232 -2.193
N 0.510 -0.156 -0.292
C -9.780 -1.130 5.711
C 5.128 -2.614 0.559
C 0.880 2.242 0.337
C 2.618 0.534 0.676
C -10.568 -0.379 4.666
C 0.953 1.554 5.264
C 0.636 3.676 -6.311
C -0.086 -5.481 -0.227
C -1.427 -0.751 -1.765
C -3.621 -4.044 -2.714
C -0.049 -5.516 1.280
C -0.259 4.552 -5.473
C 6.417 3.510 0.454
C 2.140 1.217 -1.660
C -6.308 -1.112 2.263
C 7.268 2.809 1.483
C -4.843 -3.616 -1.937
C 5.882 1.780 -4.659
C -0.469 2.725 -0.277
C -0.878 0.194 -0.669
C -1.776 -0.084 0.575
C 7.316 1.367 -4.436
C 1.465 0.961 -0.294
C -1.048 1.627 -1.204
C -5.521 -1.870 3.306
C 0.862 0.089 4.908
C 5.829 -3.948 0.466
H 7.821 1.982 1.044
H -10.321 -2.027 6.008
H -0.076 4.399 -4.412
H 7.980 3.512 1.914
H -0.077 5.600 -5.707
H 2.347 0.296 -2.206
H -7.314 -0.923 2.629
H 5.778 4.263 0.910
H -2.819 -4.365 -2.056
H -1.340 0.362 1.478
H -0.097 -6.538 1.649
H 1.470 1.663 6.217
H -0.835 -0.710 -2.679
H -1.769 -1.162 0.744
H -2.431 -0.379 -1.993
H 7.570 0.474 -5.002
H 0.875 -5.064 1.635
H 5.740 2.099 -5.690
H -0.214 5.372 -0.446
H 7.987 2.169 -4.741
H -2.127 1.802 -1.276
H -5.261 -4.480 -1.422
H 3.112 1.680 -1.451
H 0.410 -0.453 5.737
H -1.460 2.349 2.043
H -3.888 -4.878 -3.361
H 0.387 3.739 -7.368
H -11.575 -0.187 5.035
H 7.055 4.000 -0.281
H 5.068 -2.304 1.601
H 1.671 3.986 -6.181
H 5.334 -4.667 1.117
H 2.169 0.048 1.546
H 6.871 -3.871 0.765
H -1.526 -1.754 -1.365
H -5.354 -1.267 4.195
H 5.601 2.600 -4.002
H -0.153 -4.462 -0.604
H -10.643 -0.947 3.741
H -0.033 2.003 5.354
H -0.663 1.691 -2.229
H 0.659 1.979 1.374
H -6.377 -1.672 1.334
H 1.845 -0.335 4.715
H -1.434 4.378 -2.104
H -6.062 -2.769 3.597
H -2.765 0.314 0.362
H 0.817 -5.938 -0.627
H 1.593 1.906 -2.308
H -9.608 -0.522 6.595
H 1.634 3.030 0.370
H -5.605 -3.207 -2.597
H 4.119 -2.664 0.156
H 3.194 1.409 0.963
H 3.229 -0.189 0.133
*
```

For the gap between HOMO and LUMO (spin up / spin down), the calculation gives 8.31 / 9.47 eV. The expectation value of S² is 0.754.

---

Entry 7:
Density functional theory data (ωB97M-V/def2-TZVPD) for 4 unconnected molecules or ions with the total composition C2H12O3S.

```
! RIJCOSX wB97M-V def2-TZVPD def2/J DEFGRID3
* xyz -1 2
S -0.307 -1.709 2.153
O 1.671 0.560 0.025
O -1.244 1.496 -0.836
O 1.260 1.167 -2.859
C -1.321 -0.210 2.167
C -0.363 -2.078 0.400
H -0.699 0.674 2.113
H -0.988 1.550 -1.770
H 2.545 0.851 0.346
H -1.991 -0.200 3.022
H -1.994 -0.228 1.322
H 0.563 -2.523 0.042
H -0.453 -1.181 -0.206
H 1.941 -0.085 -0.650
H 1.758 1.955 -3.124
H -0.398 1.375 -0.379
H 1.197 1.339 -1.901
H -1.176 -2.753 0.136
*
```

For the gap between HOMO and LUMO (spin up / spin down), the calculation gives 2.70 / 8.50 eV. As for the energy relative to the best compared isomer or geometry (same formula, charge and spin): 2.44 kcal/mol. The expectation value of S² is 0.750.

---

Entry 8:
Density functional theory data (ωB97M-V/def2-TZVPD) for 3 unconnected molecules or ions with the total composition C23H25BrN2O3.

```
! RIJCOSX wB97M-V def2-TZVPD def2/J DEFGRID3
* xyz 0 1
Br 3.171 2.988 3.236
O 1.717 2.490 0.677
O 6.199 -0.105 0.481
O -3.514 -0.035 1.185
N -2.050 -0.225 -5.481
N 0.337 2.146 5.490
C 0.240 0.665 -0.790
C -2.703 -1.310 -5.998
C 2.683 0.458 -0.089
C 3.607 1.792 1.845
C -3.848 -1.228 1.838
C 1.595 -0.021 -0.859
C 2.566 1.648 0.783
C -1.804 -0.842 -0.390
C -0.699 -0.441 -5.517
C -1.142 0.737 6.341
C 5.072 0.267 0.684
C 1.833 -1.139 -1.664
C -1.834 1.853 5.795
C 3.929 -0.187 -0.142
C 3.081 -1.763 -1.731
C -0.939 -0.089 -1.421
C -0.486 -1.678 -6.063
C -0.893 2.703 5.279
C -3.195 -0.234 -0.183
C 0.196 0.949 6.137
C 4.137 -1.284 -0.969
C -1.760 -2.231 -6.369
C 4.782 1.177 1.804
H 3.203 -2.618 -2.375
H 0.475 -2.137 -6.226
H -2.493 0.601 -5.127
H 1.055 0.353 6.393
H -0.994 3.650 4.777
H -4.106 -0.998 2.866
H -0.646 -0.749 -2.227
H -1.579 0.662 -1.882
H -3.777 -1.334 -6.060
H -3.023 -1.944 1.857
H -4.710 -1.721 1.377
H 1.045 -1.553 -2.271
H 5.097 -1.769 -1.018
H 1.212 2.551 5.211
H -0.009 0.302 -5.153
H -3.962 -0.881 -0.620
H -1.576 -0.121 6.826
H -2.899 2.010 5.782
H 5.521 1.357 2.565
H 0.020 0.834 0.257
H -1.959 -3.192 -6.811
H -1.317 -0.869 0.583
H -3.288 0.743 -0.650
H 0.351 1.637 -1.256
H -1.916 -1.872 -0.722
*
```

For the gap between HOMO and LUMO, the calculation gives 6.76 eV. Its SMILES is COCCCCc1cccc2c1C(=O)C(Br)=CC2=O.c1cc[nH]c1.c1cc[nH]c1.

---

Entry 9:
Density functional theory data (ωB97M-V/def2-TZVPD) for a single C2H3BrClN3 molecule in a non-equilibrium geometry.

```
! RIJCOSX wB97M-V def2-TZVPD def2/J DEFGRID3
* xyz 0 1
Br 3.824 -0.117 0.087
Cl -3.124 -1.050 0.154
N -0.996 0.519 0.003
N 1.044 -0.505 -0.310
N -0.274 -0.598 -0.253
C 1.975 0.262 0.231
C -2.269 0.475 0.062
H 1.583 1.236 0.398
H -2.976 1.231 0.255
H 1.213 -1.453 -0.627
*
```

For the gap between HOMO and LUMO (spin up / spin down), the calculation gives 7.70 / 7.70 eV. As for the energy relative to the best compared isomer or geometry (same formula, charge and spin): 24.99 kcal/mol.

---

Entry 10:
Density functional theory data (ωB97M-V/def2-TZVPD) for 2 unconnected molecules or ions with the total composition C3H11N2O.

```
! RIJCOSX wB97M-V def2-TZVPD def2/J DEFGRID3
* xyz 1 1
O 1.342 -0.308 -0.704
N -1.096 -0.010 0.326
N 1.630 2.117 -0.702
C 2.259 0.859 -0.757
C -1.392 -1.197 1.147
C -2.511 -1.865 0.994
H -1.058 0.840 0.888
H 2.830 0.751 -1.675
H 1.261 2.347 0.210
H -0.141 -0.130 -0.171
H -0.597 -1.435 1.835
H -2.707 -2.737 1.589
H 1.405 -0.772 -1.548
H 0.929 2.262 -1.416
H 2.921 0.729 0.094
H -1.806 0.110 -0.399
H -3.269 -1.561 0.288
*
```

For the gap between HOMO and LUMO, the calculation gives 10.69 eV. As for the energy relative to the best compared isomer or geometry (same formula, charge and spin): 44.87 kcal/mol.

---

Entry 11:
Density functional theory data (ωB97M-V/def2-TZVPD) for 4 unconnected molecules or ions with the total composition C2H15N2O3 in a non-equilibrium geometry.

```
! RIJCOSX wB97M-V def2-TZVPD def2/J DEFGRID3
* xyz 1 1
O -2.155 -1.900 1.531
O 0.768 -1.102 -2.686
O -2.202 3.537 1.721
N -0.444 -0.906 -0.645
N 2.543 -0.565 -0.062
C 1.714 0.459 0.372
C 0.140 0.352 -0.051
H -1.953 4.402 1.486
H 0.321 -1.549 -0.589
H 2.802 -0.543 -1.056
H 2.113 1.534 0.146
H -0.006 1.144 -0.863
H -2.866 -2.292 1.960
H -3.086 3.622 2.216
H 1.938 0.626 1.445
H -0.373 0.644 0.817
H 1.498 -1.753 -2.804
H 0.601 -0.847 -3.651
H 2.537 -1.448 0.345
H -1.717 -1.270 2.049
H -1.365 -1.258 -0.146
H -0.806 -0.888 -1.533
*
```

For the gap between HOMO and LUMO, the calculation gives 9.96 eV. As for the energy relative to the best compared isomer or geometry (same formula, charge and spin): 52.54 kcal/mol.